[1]
The following is a quantum chemistry calculation of a structure of composition C36H33IN3O4PW, from the Open Molecules 2025 dataset.

```
79
Properties=species:S:1:pos:R:3:forces:R:3
W 1.198 1.487 -0.884 -0.453 -0.605 -0.459
O 2.021 0.926 0.647 0.379 0.044 0.008
C 2.210 1.303 1.945 -0.143 0.070 0.024
C 3.289 0.804 2.642 -0.015 0.034 0.074
C 3.470 1.223 3.955 -0.004 -0.005 -0.029
C 2.580 2.108 4.550 -0.009 0.016 0.004
C 1.495 2.587 3.836 0.047 -0.022 0.016
C 1.296 2.201 2.511 0.012 -0.004 -0.091
C 0.166 2.739 1.777 0.101 -0.064 -0.013
N -0.037 2.640 0.516 -0.167 0.135 0.272
C -1.291 3.181 -0.041 0.028 -0.030 -0.085
C -1.099 3.395 -1.533 0.069 -0.052 0.030
N -0.405 2.201 -2.036 0.041 -0.119 0.093
C -0.883 1.515 -3.031 0.020 -0.017 0.006
C -0.410 0.282 -3.577 0.000 0.062 0.007
C -1.034 -0.168 -4.762 -0.031 0.035 -0.045
C -0.665 -1.348 -5.352 0.011 -0.031 -0.012
C 0.336 -2.124 -4.759 -0.012 -0.018 -0.038
C 0.956 -1.732 -3.589 0.030 0.069 0.096
C 0.589 -0.533 -2.990 0.049 0.146 0.024
O 1.127 -0.191 -1.817 -0.058 0.023 -0.171
H 3.976 0.121 2.163 0.000 -0.002 -0.015
H 4.319 0.854 4.514 0.000 0.003 0.004
H 2.736 2.428 5.571 0.006 -0.004 0.002
H 0.799 3.276 4.298 0.000 0.002 -0.005
H -0.559 3.297 2.366 -0.009 0.015 -0.008
H -1.557 4.107 0.467 -0.007 0.013 -0.020
H -2.072 2.436 0.121 -0.003 0.010 0.022
H -0.465 4.262 -1.723 -0.006 0.004 -0.014
H -2.053 3.524 -2.042 -0.019 0.006 0.029
H -1.783 1.912 -3.503 0.095 0.089 -0.058
H -1.805 0.448 -5.210 0.004 -0.009 -0.002
H -1.137 -1.678 -6.266 -0.007 0.016 0.003
H 0.629 -3.055 -5.226 0.016 -0.002 0.015
H 1.726 -2.331 -3.123 -0.011 -0.008 0.001
N 3.813 1.888 -4.061 -0.311 0.081 -0.328
C 3.509 1.328 -2.863 0.112 -0.514 0.543
O 2.314 1.794 -2.378 0.180 0.149 0.052
C 4.216 0.421 -2.176 0.054 0.125 -0.162
I 2.398 3.936 -0.486 -0.026 0.273 -0.087
H 3.374 2.760 -4.297 0.098 0.073 0.018
H 4.712 1.704 -4.467 0.062 0.005 0.028
H 5.190 0.113 -2.524 -0.003 -0.007 0.009
H 3.839 -0.011 -1.262 -0.015 -0.005 0.008
O -0.505 0.341 -0.172 -0.086 0.072 0.310
P -1.027 -0.814 0.696 -0.029 -0.121 -0.064
C -2.754 -1.044 0.299 0.050 0.022 -0.009
C -3.142 -0.910 -1.034 -0.026 -0.026 -0.026
C -4.458 -1.142 -1.397 0.015 0.011 0.004
C -5.387 -1.511 -0.432 0.005 -0.005 0.030
C -5.001 -1.657 0.893 -0.027 0.006 -0.023
C -3.685 -1.426 1.263 0.006 -0.006 0.039
C -0.909 -0.406 2.433 0.013 -0.020 0.058
C -1.764 0.577 2.942 -0.008 0.035 0.003
C -1.688 0.942 4.275 0.002 -0.002 0.004
C -0.751 0.334 5.106 -0.026 -0.006 0.002
C 0.099 -0.640 4.607 -0.001 -0.006 -0.016
C 0.018 -1.019 3.273 -0.004 0.027 0.007
C -0.163 -2.349 0.379 -0.016 0.017 -0.024
C -0.888 -3.518 0.148 -0.002 0.026 -0.022
C -0.222 -4.711 -0.092 0.032 -0.014 0.001
C 1.164 -4.743 -0.107 -0.033 -0.002 0.000
C 1.893 -3.581 0.122 0.001 0.009 0.006
C 1.234 -2.389 0.366 0.033 0.004 0.006
H -2.408 -0.648 -1.786 0.013 0.018 -0.022
H -4.762 -1.044 -2.431 0.003 0.002 0.002
H -6.415 -1.693 -0.716 -0.001 -0.001 0.000
H -5.725 -1.951 1.641 -0.002 -0.003 -0.004
H -3.389 -1.544 2.298 -0.011 -0.016 -0.030
H -2.514 1.031 2.302 0.013 0.000 0.010
H -2.367 1.683 4.675 -0.001 -0.001 -0.002
H -0.700 0.611 6.151 0.003 0.000 0.001
H 0.815 -1.122 5.259 -0.001 -0.004 0.001
H 0.664 -1.801 2.895 -0.006 -0.011 0.007
H -1.970 -3.502 0.149 -0.008 0.002 0.006
H -0.789 -5.615 -0.270 0.001 -0.001 0.000
H 1.681 -5.674 -0.294 0.000 -0.001 0.000
H 2.974 -3.608 0.113 0.003 0.001 0.003
H 1.813 -1.491 0.543 -0.009 0.010 -0.006
```
Forces are in eV/Å.

ΔE to the lowest compared entry with this formula, charge and spin, eV: 0.8906
LUMO energy, eV: -7.72
Charge: +2

Partial atomic charges computed with the Mulliken method, in multiples of e:
1 W -1.138
2 O 1.042
3 C 0.563
4 C -0.688
5 C -0.760
6 C -0.996
7 C -0.838
8 C 0.992
9 C -0.520
10 N 0.470
11 C -0.455
12 C -1.005
13 N -0.291
14 C 0.415
15 C 0.388
16 C -1.058
17 C -1.005
18 C -0.559
19 C -0.494
20 C 0.076
21 O 0.021
22 H 0.617
23 H 0.502
24 H 0.483
25 H 0.509
26 H 0.475
27 H 0.698
28 H 0.056
29 H 0.237
30 H 0.627
31 H 0.444
32 H 0.496
33 H 0.456
34 H 0.492
35 H 0.545
36 N -0.445
37 C 0.875
38 O -0.400
39 C -1.103
40 I 0.061
41 H 0.212
42 H 0.234
43 H 0.360
44 H 0.177
45 O 1.556
46 P 1.685
47 C 0.035
48 C -0.305
49 C -0.777
50 C -0.611
51 C -0.813
52 C -0.466
53 C 0.445
54 C -0.563
55 C -0.906
56 C -0.648
57 C -0.733
58 C -0.422
59 C 0.497
60 C -1.036
61 C -0.876
62 C -0.796
63 C -0.944
64 C 0.213
65 H 0.254
66 H 0.478
67 H 0.429
68 H 0.475
69 H 0.502
70 H 0.514
71 H 0.492
72 H 0.489
73 H 0.499
74 H 0.445
75 H 0.424
76 H 0.475
77 H 0.458
78 H 0.500
79 H 0.263

[2]
The following is a quantum chemistry calculation of a structure of composition C36H33NOPTi at a distorted geometry, from the Open Molecules 2025 dataset.

```
73
Properties=species:S:1:pos:R:3:forces:R:3
C -2.490 0.451 0.637 -0.695 0.639 -0.938
C -2.145 1.794 0.253 -1.169 -0.440 0.095
C -2.234 1.877 -1.153 -1.045 -1.134 0.167
H -1.827 2.611 0.904 -0.185 -0.344 -0.230
C -2.541 0.545 -1.671 -0.557 1.595 0.411
C -2.710 -0.310 -0.533 -0.439 0.870 0.424
H -3.040 -1.346 -0.543 0.267 0.143 -0.105
H -2.600 0.086 1.660 0.333 0.047 -0.471
H -2.136 2.809 -1.697 0.119 -0.349 -0.006
H -2.800 0.340 -2.712 0.269 -0.120 0.382
C 1.727 -0.233 -1.856 0.631 -1.482 0.704
C 1.505 -1.012 -0.673 0.535 -0.444 -1.418
C 0.364 -1.822 -0.880 -0.025 0.364 -1.207
H 2.166 -1.002 0.189 -0.421 0.149 -0.219
C -0.144 -1.536 -2.211 1.421 -0.643 0.472
C 0.799 -0.684 -2.843 -0.190 -0.206 0.484
H 0.896 -0.565 -3.918 -0.526 0.708 0.297
H 2.386 0.635 -1.865 0.085 -0.553 -0.462
H -0.054 -2.548 -0.196 -0.134 0.338 0.012
H -1.027 -1.973 -2.668 0.319 -0.026 0.059
Ti -0.326 0.541 -1.050 -0.541 -2.301 0.631
O 0.178 1.871 -2.179 0.185 3.703 -3.841
C -0.109 2.796 -3.310 0.707 -0.237 1.530
C -1.265 2.539 -4.238 0.275 -1.106 2.011
H -0.351 3.763 -2.835 0.269 -0.077 -0.096
H 0.781 2.969 -3.961 -0.158 -0.347 0.779
H -2.214 2.782 -3.778 -0.343 0.017 -0.565
H -3.316 1.818 -5.857 0.210 0.296 -0.012
C -2.316 1.729 -6.277 0.131 0.171 -0.426
C -1.174 1.828 -5.414 0.035 -0.244 -1.007
C 0.078 1.319 -5.922 -0.308 0.478 -0.163
H 0.886 1.157 -5.199 -0.243 0.146 -0.542
C 0.224 1.120 -7.288 -0.284 -0.265 0.076
H 1.170 0.745 -7.687 -0.243 0.240 0.123
C -0.863 1.326 -8.167 -0.017 0.054 0.055
H -0.733 1.245 -9.255 0.013 -0.064 0.564
C -2.148 1.586 -7.644 0.409 -0.539 0.108
H -3.005 1.593 -8.321 0.208 0.059 0.254
N 0.039 0.306 0.905 1.651 -1.259 5.619
P 0.427 -0.431 2.280 -0.635 1.890 -4.746
C 0.260 -2.243 2.369 0.054 -0.743 0.009
C 1.366 -3.101 2.219 -0.419 -0.151 0.086
C 1.222 -4.476 2.383 -0.245 -0.278 -0.147
C -0.039 -5.040 2.591 0.081 0.274 0.314
C -1.151 -4.199 2.661 -0.103 0.065 -0.173
C -1.015 -2.813 2.532 0.539 -0.323 -0.020
C 2.177 -0.163 2.722 0.593 0.103 0.504
C 2.889 -0.853 3.716 0.502 0.314 -0.089
C 4.207 -0.496 4.012 0.017 0.214 -0.070
C 4.831 0.557 3.334 -0.165 -0.066 0.014
C 4.126 1.232 2.343 -0.183 0.022 0.035
C 2.807 0.881 2.042 0.457 -0.221 0.226
C -0.400 0.122 3.785 -0.490 0.326 0.635
C -1.225 1.242 3.642 -0.073 -0.034 0.115
C -1.806 1.851 4.746 0.070 0.039 0.443
C -1.525 1.383 6.036 -0.125 0.038 -0.167
C -0.739 0.233 6.183 -0.081 0.182 0.117
C -0.195 -0.411 5.065 -0.458 0.458 0.344
H 2.344 -2.724 1.934 -0.165 0.133 0.293
H 2.097 -5.126 2.345 -0.167 0.182 -0.147
H -0.154 -6.122 2.724 0.053 0.458 -0.083
H -2.141 -4.628 2.812 0.178 0.098 -0.092
H -1.899 -2.179 2.502 0.150 -0.035 0.251
H 2.454 -1.692 4.255 -0.064 0.198 -0.107
H 4.763 -1.018 4.786 -0.149 -0.045 -0.084
H 5.855 0.858 3.581 -0.395 -0.199 -0.083
H 4.592 2.055 1.808 -0.023 -0.105 0.032
H 2.256 1.386 1.258 -0.115 0.006 0.012
H -1.424 1.625 2.646 0.252 -0.115 0.145
H -2.467 2.707 4.593 0.222 -0.204 0.119
H -1.933 1.916 6.912 0.245 -0.449 -0.499
H -0.547 -0.154 7.193 -0.053 0.088 -0.475
H 0.356 -1.326 5.243 0.144 0.046 -0.261
```
Forces are in eV/Å.

Multiplicity: 3
LUMO energy (spin up / spin down), eV: 2.74 / 1.75
<S²>: 2.058
Charge: -1

Partial atomic charges computed with the Mulliken method, in multiples of e:
1 C 0.059
2 C -1.369
3 C -0.533
4 H 0.217
5 C -0.399
6 C -0.934
7 H 0.329
8 H 0.867
9 H 0.636
10 H 0.501
11 C -2.219
12 C -0.474
13 C 0.670
14 H 0.924
15 C -1.655
16 C 0.581
17 H 0.760
18 H 0.305
19 H 0.395
20 H 0.428
21 Ti 0.766
22 O -0.592
23 C -1.065
24 C -0.447
25 H 0.332
26 H 0.515
27 H 0.331
28 H 0.341
29 C -0.534
30 C 1.004
31 C -0.201
32 H 0.265
33 C -0.719
34 H 0.370
35 C -0.295
36 H 0.328
37 C -0.561
38 H 0.337
39 N 0.533
40 P 0.446
41 C -0.039
42 C 0.063
43 C -0.729
44 C -0.534
45 C -0.630
46 C -0.347
47 C 0.445
48 C -0.241
49 C -0.778
50 C -0.515
51 C -0.672
52 C -0.490
53 C 0.799
54 C -0.331
55 C -0.561
56 C -0.520
57 C -0.624
58 C -0.516
59 H 0.423
60 H 0.386
61 H 0.353
62 H 0.408
63 H 0.262
64 H 0.305
65 H 0.386
66 H 0.346
67 H 0.414
68 H 0.302
69 H 0.010
70 H 0.415
71 H 0.331
72 H 0.363
73 H 0.274

[3]
The following is a quantum chemistry calculation of a structure of composition C36H34AsBaN6O8S2 at a distorted geometry, from the Open Molecules 2025 dataset.

```
88
Properties=species:S:1:pos:R:3:forces:R:3
Ba -0.099 0.775 0.712 0.972 -3.736 0.957
C 0.002 -3.635 0.853 0.061 -0.259 0.072
N -0.724 -2.560 1.512 -0.058 0.222 0.129
C -0.396 -2.624 2.932 -0.136 -0.249 0.235
C -1.076 -1.583 3.775 0.167 0.160 -0.148
C -1.857 -1.886 4.882 0.095 -0.104 -0.124
C -2.373 -0.847 5.635 -0.101 0.112 0.150
C -2.106 0.459 5.263 0.073 -0.053 -0.104
C -1.327 0.667 4.132 -0.138 -0.066 0.076
N -0.825 -0.326 3.410 -0.006 0.174 0.057
C -2.164 -2.579 1.300 -0.101 -0.186 -0.074
C -2.588 -2.462 -0.153 0.310 0.006 0.442
C -3.730 -3.109 -0.602 0.006 0.044 -0.101
C -4.094 -2.964 -1.933 -0.058 -0.052 0.029
C -3.288 -2.209 -2.763 0.068 0.029 0.012
C -2.157 -1.618 -2.217 0.149 0.092 -0.103
N -1.817 -1.719 -0.939 -0.222 0.042 -0.051
C 0.401 -3.386 -0.574 -0.030 -0.053 -0.044
C -0.001 -4.260 -1.575 0.051 0.005 0.010
C 0.354 -3.983 -2.884 0.038 0.087 -0.057
C 1.101 -2.846 -3.136 -0.040 -0.013 0.095
C 1.490 -2.061 -2.057 0.035 0.032 -0.052
N 1.166 -2.321 -0.799 -0.113 -0.038 -0.051
H -0.560 -4.585 0.911 0.015 0.060 0.040
H 0.929 -3.777 1.415 0.005 0.006 -0.050
H 0.679 -2.451 3.016 0.032 -0.010 -0.008
H -0.619 -3.626 3.351 -0.033 0.092 -0.041
H -2.048 -2.920 5.139 -0.007 0.001 0.017
H -2.983 -1.054 6.506 -0.013 -0.006 0.008
H -2.485 1.305 5.816 -0.051 0.012 0.061
H -1.100 1.668 3.791 0.050 0.133 -0.031
H -2.586 -1.733 1.849 -0.062 0.035 -0.089
H -2.630 -3.496 1.719 0.119 0.050 -0.017
H -4.314 -3.708 0.082 -0.062 -0.049 0.023
H -4.986 -3.443 -2.317 -0.023 -0.016 0.013
H -3.512 -2.069 -3.810 -0.042 -0.011 -0.051
H -1.476 -1.051 -2.843 -0.010 0.025 0.024
H -0.606 -5.122 -1.326 -0.059 -0.027 -0.006
H 0.035 -4.627 -3.694 -0.017 -0.032 -0.021
H 1.370 -2.547 -4.137 0.037 -0.010 -0.105
H 2.079 -1.172 -2.220 0.049 0.149 -0.030
C 4.261 5.412 -3.019 0.023 0.061 -0.063
C 3.764 4.616 -1.844 0.049 0.012 0.061
C 3.823 5.135 -0.550 -0.014 0.070 0.033
C 3.353 4.414 0.534 -0.105 -0.028 -0.559
C 2.804 3.153 0.310 0.270 0.204 0.521
C 2.749 2.607 -0.956 0.059 0.055 -0.084
C 3.230 3.349 -2.029 -0.129 -0.144 0.049
S 2.339 2.253 1.771 -0.091 0.628 0.912
O 3.252 2.701 2.801 -0.155 0.108 0.132
O 0.908 2.574 2.029 1.822 0.802 0.224
N 2.410 0.749 1.401 1.293 -0.486 0.655
C 3.326 -0.149 1.974 -0.825 0.800 -0.483
C 4.613 0.207 2.392 0.358 -0.047 -0.017
C 5.440 -0.768 2.899 -0.029 0.025 -0.010
C 4.984 -2.080 2.984 0.059 -0.007 0.016
C 3.696 -2.325 2.556 -0.073 0.085 -0.039
N 2.872 -1.395 2.074 0.035 -0.403 0.113
H 5.031 6.127 -2.728 -0.002 -0.005 0.049
H 3.447 5.977 -3.477 -0.030 0.010 -0.006
H 4.679 4.762 -3.788 -0.011 -0.024 -0.004
H 4.252 6.117 -0.386 0.021 0.013 -0.037
H 3.424 4.808 1.536 -0.016 -0.032 0.063
H 2.348 1.614 -1.113 -0.017 0.022 -0.032
H 3.183 2.922 -3.025 0.014 0.009 -0.003
H 4.944 1.230 2.314 -0.014 0.018 -0.013
H 6.438 -0.499 3.222 0.060 -0.050 0.025
H 5.600 -2.881 3.366 0.041 -0.025 0.029
H 3.290 -3.330 2.606 -0.042 -0.105 0.008
O -0.190 3.343 -2.574 0.003 -0.035 0.289
As -0.589 1.638 -2.805 0.745 -0.872 1.527
O -0.191 1.355 -4.373 -0.160 -0.284 0.040
O 0.158 0.668 -1.587 -0.709 1.308 -3.434
C -2.539 1.603 -2.581 -0.113 0.163 0.182
C -3.167 1.360 -3.799 -0.155 0.017 0.196
C -4.555 1.317 -3.887 0.195 -0.051 -0.247
C -5.322 1.527 -2.763 -0.255 0.036 0.242
C -4.719 1.781 -1.538 0.113 -0.071 -0.177
C -3.337 1.816 -1.433 0.052 -0.042 -0.408
S -2.678 2.093 0.203 0.227 0.639 -0.990
O -1.356 2.709 -0.084 -1.763 0.388 0.242
O -3.588 2.912 0.953 -0.229 0.075 -0.076
O -2.517 0.731 0.747 -1.567 0.386 0.148
H 0.345 3.530 -3.352 0.107 0.159 -0.204
H -2.540 1.208 -4.670 -0.014 0.005 -0.029
H -5.031 1.129 -4.842 0.015 -0.006 -0.016
H -6.404 1.504 -2.829 0.004 0.001 -0.007
H -5.319 1.965 -0.659 0.002 0.019 0.089
```
Forces are in eV/Å.

ΔE to the lowest compared entry with this formula, charge and spin, eV: 3.0540
LUMO energy, eV: 2.25
Charge: -1

Partial atomic charges computed with the Mulliken method, in multiples of e:
1 Ba 1.788
2 C -0.987
3 N 1.372
4 C -0.435
5 C -0.018
6 C -1.017
7 C -0.376
8 C -0.964
9 C -0.278
10 N 0.372
11 C -1.060
12 C 0.778
13 C -1.092
14 C -0.723
15 C -1.563
16 C -0.726
17 N 1.384
18 C 0.481
19 C -0.977
20 C -0.491
21 C -0.716
22 C -0.153
23 N 0.013
24 H 0.308
25 H 0.456
26 H -0.109
27 H 0.321
28 H 0.453
29 H 0.387
30 H 0.429
31 H 0.561
32 H 0.340
33 H 0.288
34 H 0.498
35 H 0.401
36 H 0.539
37 H 0.744
38 H 0.399
39 H 0.398
40 H 0.418
41 H 0.429
42 C -1.498
43 C 1.056
44 C -0.841
45 C -0.873
46 C 0.356
47 C 0.031
48 C -1.039
49 S 0.951
50 O -0.745
51 O -0.641
52 N 0.467
53 C -0.371
54 C -0.741
55 C -0.503
56 C -0.880
57 C -0.083
58 N 0.145
59 H 0.385
60 H 0.290
61 H 0.367
62 H 0.337
63 H 0.474
64 H 0.408
65 H 0.391
66 H 0.423
67 H 0.389
68 H 0.395
69 H 0.312
70 O -0.637
71 As 0.912
72 O -0.838
73 O 0.071
74 C -0.435
75 C -0.633
76 C -0.552
77 C -0.617
78 C -0.791
79 C 0.526
80 S 1.382
81 O -0.813
82 O -0.778
83 O -0.716
84 H 0.263
85 H 0.538
86 H 0.403
87 H 0.385
88 H 0.497